{
  "formula": "C15H15F6O15",
  "method": "wB97M-V/def2-TZVPD",
  "elements": ["F", "C", "C", "O", "C", "O", "O", "F", "H", "H", "H", "C", "C", "O", "C", "O", "O", "F", "H", "H", "H", "C", "C", "O", "C", "O", "O", "F", "H", "H", "H", "C", "C", "O", "C", "O", "O", "F", "H", "H", "H", "C", "C", "O", "C", "O", "O", "F", "H", "H", "H"],
  "coordinates": [[-0.67932, -0.46007, -0.50288], [2.21237, 0.09478, 3.16823], [1.29780, 0.89704, 2.30569], [2.11580, 1.83508, 1.72126], [3.36874, 1.79193, 2.33216], [4.22660, 2.69542, 2.17270], [3.40378, 0.72119, 3.13991], [0.39842, 1.50238, 3.16281], [2.55160, -0.89984, 2.73475], [1.77210, -0.10225, 3.99567], [0.62193, 0.50269, 1.59774], [-0.25187, -2.54791, 2.10671], [-1.68598, -2.11198, 2.04340], [-2.01333, -1.82194, 3.37990], [-0.90822, -1.69708, 4.14797], [-0.89003, -1.20149, 5.25327], [0.06581, -2.16742, 3.47702], [-2.43058, -3.12383, 1.57669], [0.43433, -2.18671, 1.38922], [-0.19518, -3.68729, 2.04299], [-1.89973, -1.28631, 1.34859], [-3.45359, 1.05450, -0.77525], [-3.07998, 1.55956, 0.58194], [-4.05084, 1.30071, 1.40756], [-5.07908, 0.55867, 0.79314], [-6.12233, 0.16590, 1.19313], [-4.71547, 0.40740, -0.49288], [-2.74817, 2.82537, 0.53883], [-2.81260, 0.19719, -1.08652], [-3.39052, 1.70753, -1.79155], [-2.25620, 1.17439, 0.73913], [-0.57473, 1.20217, -3.24871], [0.60451, 1.28664, -4.28258], [-0.17216, 1.45202, -5.53707], [-1.39262, 1.34807, -5.31697], [-2.25273, 1.30182, -6.16539], [-1.72912, 1.17265, -4.05292], [1.31349, 0.15764, -4.32653], [-0.65587, 1.88566, -2.48629], [-0.60713, 0.27928, -2.76364], [1.20042, 2.04545, -4.17265], [2.74785, -0.10101, -1.50377], [2.40868, -1.67687, -1.50795], [3.31856, -2.18552, -0.60888], [4.16475, -1.23840, -0.20381], [4.89947, -1.46317, 0.74337], [3.92625, -0.09656, -0.73191], [2.86844, -2.08421, -2.79503], [1.93374, 0.54752, -0.96058], [2.88254, 0.36135, -2.63294], [1.30938, -1.89215, -1.14713]],
  "lowdin_charge": [-0.5835, -0.1031, -0.3021, 0.1305, -0.4250, 0.1047, 0.1128, 0.0490, 0.1728, 0.0744, 0.1330, 0.0029, -0.3372, 0.1426, -0.6076, 0.1433, 0.0809, 0.0749, 0.0982, 0.1654, 0.1438, -0.0304, -0.4881, 0.1836, -0.4833, 0.1768, 0.0607, 0.1145, 0.1104, 0.1822, 0.0622, -0.0377, -0.1844, 0.1953, -0.6894, 0.1295, 0.0888, 0.0931, 0.1115, 0.0918, 0.1102, -0.0477, -0.2376, 0.1187, -0.6072, 0.1303, 0.0882, -0.0031, 0.1458, 0.1670, 0.1777],
  "total_energy_ev": -62814.60456,
  "orbital_gap_ev": 9.7374,
  "charge": -1,
  "relative_energy_ev": 0.323,
  "largest_force_ev_per_a": 9.65
}



{
  "formula": "C15H15FIO4",
  "method": "wB97M-V/def2-TZVPD",
  "elements": ["C", "C", "C", "C", "C", "F", "C", "C", "C", "C", "O", "C", "O", "C", "C", "C", "C", "O", "C", "O", "H", "H", "H", "H", "H", "H", "H", "H", "H", "H", "H", "H", "H", "H", "H", "I"],
  "coordinates": [[-0.99806, -3.58296, 0.20486], [-2.35382, -2.81421, 0.42244], [-2.33295, -1.33653, -0.07517], [-3.34308, -0.94072, -1.01099], [-3.42149, 0.33891, -1.53805], [-4.44262, 0.62688, -2.38077], [-2.44720, 1.29393, -1.18819], [-1.42202, 0.96602, -0.28644], [-1.35283, -0.33278, 0.29867], [-0.26389, -0.60865, 1.28350], [-0.26077, -1.48884, 2.11584], [0.96106, 0.33128, 1.28047], [2.09704, -0.12768, 1.91767], [0.93407, 1.55057, 0.73278], [2.17596, 2.44566, 0.80345], [3.42142, 1.88467, 0.07266], [3.18003, 1.47779, -1.41903], [3.35114, 0.05526, -1.57319], [-0.36419, 1.99968, 0.08568], [-0.55666, 3.18344, -0.11899], [-0.59576, -3.79314, 1.21571], [-0.26700, -2.91991, -0.28582], [-1.12194, -4.55280, -0.30417], [-3.10631, -3.33842, -0.20911], [-2.73540, -2.90470, 1.44037], [-4.10103, -1.67955, -1.29881], [-2.53546, 2.28770, -1.64406], [2.54282, -0.77051, 1.35028], [2.44779, 2.52823, 1.87719], [1.96573, 3.48183, 0.48036], [4.20321, 2.67656, 0.07765], [3.87822, 1.01737, 0.58534], [2.15438, 1.75971, -1.70675], [3.93049, 1.99219, -2.05618], [4.27000, -0.10894, -1.32787], [-3.49088, -0.59733, 2.17866]],
  "lowdin_charge": [-0.1021, -0.2806, -0.3893, -0.0583, -0.2716, 0.0440, 0.0380, -0.1066, -0.2415, -0.3165, 0.0627, -0.1607, 0.0443, -0.0757, -0.1295, -0.1760, -0.2310, -0.0897, -0.2665, 0.0819, 0.0611, 0.0655, 0.0585, 0.0962, -0.0098, 0.1190, 0.1224, 0.1163, 0.1232, 0.1153, 0.1056, 0.1000, 0.1206, 0.1094, 0.0755, 0.2462],
  "total_energy_ev": -34806.71814,
  "orbital_gap_ev": 5.2161,
  "charge": -1,
  "relative_energy_ev": 0.000,
  "largest_force_ev_per_a": 3.62
}



{
  "formula": "C15H15HgN3O3",
  "method": "wB97M-V/def2-TZVPD",
  "elements": ["Hg", "O", "C", "O", "C", "O", "N", "C", "C", "H", "H", "H", "H", "C", "C", "H", "H", "H", "N", "C", "C", "C", "C", "C", "C", "C", "C", "N", "C", "H", "H", "H", "H", "H", "H", "H", "H"],
  "coordinates": [[0.41838, -0.28459, 0.01494], [-0.66435, -1.03945, -1.97853], [-0.42785, -0.87495, -3.19561], [1.29262, 1.00470, -1.61732], [1.18228, 0.97686, -2.86177], [1.78452, 1.89457, -3.59313], [0.50895, 0.06864, -3.65145], [1.63682, 1.54193, -5.00505], [0.70065, 0.37832, -5.07369], [2.62822, 1.26476, -5.37383], [1.23938, 2.41989, -5.52052], [1.14393, -0.47000, -5.60072], [-0.24772, 0.63589, -5.55606], [-1.09615, -1.59078, -4.24803], [-2.24232, -2.25676, -4.00933], [-0.65011, -1.53612, -5.24607], [-2.74354, -2.16853, -3.04809], [-2.67915, -2.86609, -4.79615], [-1.12924, 1.32289, 1.45249], [-0.91050, 1.10667, 2.84994], [-1.51450, 1.88636, 3.82577], [-1.25722, 1.62157, 5.18737], [-0.39680, 0.60005, 5.56662], [0.23933, -0.21911, 4.59004], [1.13745, -1.26335, 4.88872], [1.71436, -1.99355, 3.86367], [1.40657, -1.69865, 2.53620], [0.56406, -0.69631, 2.22316], [-0.03814, 0.04971, 3.21136], [-2.08090, 1.07454, 1.17550], [-1.01221, 2.30365, 1.19226], [-2.18808, 2.69441, 3.52845], [-1.74331, 2.23213, 5.95016], [-0.18494, 0.39956, 6.61965], [1.36222, -1.46853, 5.93509], [2.41385, -2.79819, 4.06693], [1.83348, -2.25213, 1.69703]],
  "lowdin_charge": [1.0964, -0.0956, -0.3759, -0.0846, -0.4633, 0.0950, 0.0819, -0.0709, -0.1024, 0.1409, 0.1411, 0.1380, 0.1407, -0.0748, 0.1238, 0.1034, 0.0867, 0.0835, 0.0143, -0.2555, -0.0064, -0.0549, -0.0120, -0.1454, 0.0153, -0.0391, -0.1328, -0.0766, -0.1631, 0.0994, 0.0997, 0.1228, 0.1144, 0.1216, 0.1284, 0.1135, 0.0925],
  "total_energy_ev": -30579.04907,
  "multiplicity": 2,
  "orbital_gap_ev": [5.3657, 8.2255],
  "charge": 1,
  "s_squared": 0.75,
  "largest_force_ev_per_a": 3.70
}



{
  "formula": "C15H15MnN3O6S3Sb",
  "method": "wB97M-V/def2-TZVPD",
  "elements": ["Mn", "N", "C", "C", "O", "O", "H", "H", "H", "H", "S", "Sb", "S", "S", "O", "C", "C", "C", "C", "C", "C", "C", "O", "N", "O", "O", "H", "H", "H", "H", "N", "C", "C", "C", "C", "C", "C", "H", "H", "H", "H", "H", "H", "H"],
  "coordinates": [[-2.84330, 0.09548, -0.15822], [-2.20799, 2.17330, -0.11500], [-3.13610, 2.91376, 0.67226], [-4.03217, 2.05425, 1.55058], [-4.78841, 2.51517, 2.39197], [-3.85881, 0.74506, 1.42312], [-1.23095, 2.09904, 0.16939], [-2.21605, 2.60990, -1.03159], [-3.81799, 3.51678, 0.04442], [-2.65735, 3.47484, 1.47538], [-0.86528, 1.09730, -4.62656], [-3.10769, 0.95496, -3.90038], [-3.23814, 3.15032, -2.86465], [-3.05910, -0.89497, -2.29519], [1.23604, -0.23792, 2.18701], [2.37228, 0.12995, 1.79269], [2.66409, 0.60562, 0.46764], [3.98765, 0.73389, 0.07246], [4.31466, 1.00078, -1.23410], [3.33769, 1.26371, -2.19278], [1.99070, 1.24428, -1.82550], [1.53465, 0.88556, -0.49250], [0.32117, 0.95658, -0.10562], [5.66634, 1.31377, -1.56307], [5.87376, 1.49477, -2.77148], [6.53919, 1.29433, -0.66109], [3.24827, 0.12090, 2.54459], [4.72627, 0.80800, 0.85113], [3.73788, 1.60100, -3.17029], [1.32134, 1.58161, -2.65794], [-1.37104, -0.72178, 1.28385], [-1.02174, -2.05137, 1.20587], [0.18971, -2.46404, 0.63664], [0.39571, -3.83649, 0.47690], [-0.57633, -4.76228, 0.77960], [-1.72702, -4.36622, 1.49121], [-1.96672, -2.99548, 1.66500], [-1.85328, -0.52067, 2.16339], [-0.42172, -0.14707, 1.23829], [0.95086, -1.71376, 0.34460], [1.33338, -4.24404, 0.07410], [-0.30281, -5.80054, 0.75065], [-2.49525, -5.03922, 1.78569], [-2.94639, -2.63904, 2.12754]],
  "lowdin_charge": [0.4683, -0.0656, -0.2018, -0.6254, 0.0007, -0.1988, 0.0683, -0.0994, 0.1053, 0.1202, -0.2933, 0.1023, -0.3234, -0.2381, -0.0445, -0.2018, -0.1275, 0.0143, -0.2153, -0.0054, 0.0213, -0.3046, -0.0781, -0.3506, 0.0084, -0.0001, 0.1316, 0.1138, 0.1238, 0.0799, 0.0167, -0.3345, -0.0086, -0.1025, -0.1313, -0.0981, -0.0358, 0.1065, 0.1050, 0.1083, 0.1024, 0.0783, 0.0764, 0.1329],
  "total_energy_ev": -102917.75074,
  "multiplicity": 5,
  "orbital_gap_ev": [5.9289, 5.1629],
  "charge": -2,
  "s_squared": 6.21,
  "largest_force_ev_per_a": 3.03
}